# 1
Below is C12H14N2 in the gas phase in a non-equilibrium geometry, with properties calculated with the ωB97M-V functional and the def2-TZVPD basis.

E_tot: -575.12965 hartree
energy above the lowest of the compared OMol25 structures with the same formula, charge and spin: 187.7 kJ/mol
SMILES: c1ccc2c(c1)cc1n2CCNCC1
charge: 0
HOMO: -7.578 eV

CARTESIAN COORDINATES (ANGSTROEM)
C -3.9395 -0.3891 -0.3502
C -3.5472 0.9293 -0.6106
C -2.1855 1.1628 -0.4051
C -1.2988 0.1341 -0.2173
C -1.6518 -1.2393 -0.1130
C -3.0382 -1.4631 -0.1243
C -0.5472 -2.0277 0.1141
C 0.4860 -1.0828 0.0929
N 0.0391 0.2116 -0.0471
C 0.7611 1.5551 -0.1557
C 2.2273 1.4330 -0.4853
N 3.0577 0.9124 0.6157
C 2.6275 -0.3186 1.2565
C 1.9813 -1.3217 0.2572
H -4.9677 -0.7903 -0.5477
H -4.1852 1.8665 -0.8850
H -1.8382 2.1543 -0.7757
H -3.3196 -2.5230 0.0336
H -0.3656 -3.0393 0.3608
H 0.6679 1.9192 0.8421
H 0.2414 2.1901 -0.8000
H 2.3541 0.8195 -1.4228
H 2.4949 2.5160 -0.6731
H 4.0407 0.7916 0.2579
H 1.8542 -0.0530 2.0281
H 3.4796 -0.7601 1.7053
H 2.4739 -1.2739 -0.6610
H 2.0977 -2.3134 0.7097

Force components x, y, z for each atom (eV/Å):
-1.4 -2.4 -0.9
0.3 0.9 0.6
-0.8 1.9 -2.0
-0.2 -0.8 0.4
-3.7 1.4 0.3
0.1 0.3 -0.1
3.0 2.2 -0.1
1.8 -0.6 0.3
0.9 0.7 -1.1
0.5 -3.5 1.8
0.4 0.4 -0.6
1.5 0.7 -0.8
-2.0 0.6 -0.9
-1.5 -0.2 2.6
0.7 1.0 0.5
0.8 -2.3 0.5
0.0 -0.7 0.9
-0.5 0.9 -0.2
-0.3 -0.8 -0.1
0.0 0.9 0.8
-0.7 0.7 -1.3
-0.1 0.8 0.6
0.3 -1.3 0.0
-1.5 0.3 0.5
0.8 -0.4 -0.4
0.7 -0.4 0.7
0.9 -0.1 -1.6
0.0 0.0 -0.4

Charges per atom according to Mulliken partitioning, unit e:
1 C -0.552
2 C -0.632
3 C -0.358
4 C 0.838
5 C 0.563
6 C -0.531
7 C -1.852
8 C 0.945
9 N 0.224
10 C -0.729
11 C -0.791
12 N -0.397
13 C -0.823
14 C -0.695
15 H 0.273
16 H 0.299
17 H 0.128
18 H 0.333
19 H 0.448
20 H 0.384
21 H 0.530
22 H 0.310
23 H 0.365
24 H 0.270
25 H 0.292
26 H 0.488
27 H 0.362
28 H 0.307

---

# 2
Below is 11 unconnected molecules or ions with the total composition C18H48F14N9O16P2S2 in a non-equilibrium geometry, with properties calculated with the ωB97M-V functional and the def2-TZVPD basis.

E_tot: -5288.25199 hartree
charge: +1
HOMO: -12.108 eV

CARTESIAN COORDINATES (ANGSTROEM)
C 15.1539 -23.1017 -20.7059
C 15.6943 -21.7415 -20.3933
O 16.6313 -21.2499 -20.8497
N 14.9310 -20.9569 -19.3703
H 14.0484 -21.4081 -19.0383
H 15.5240 -20.9209 -18.4929
C 14.6208 -19.5112 -19.7377
H 14.1118 -22.9564 -21.0188
H 15.4063 -23.8675 -19.9765
H 15.6377 -23.3876 -21.6420
H 15.5958 -19.1275 -20.0399
H 14.3497 -19.0526 -18.7920
H 13.8850 -19.4816 -20.5222
C 20.6790 -24.1837 -17.6614
C 21.7398 -23.3811 -17.0324
O 22.2501 -23.5784 -16.0634
N 22.4844 -22.4394 -17.9853
H 23.4434 -22.8133 -18.0366
H 22.0258 -22.5283 -18.8999
C 22.4777 -21.0465 -17.4334
H 19.7276 -23.6548 -17.6453
H 20.5663 -25.1713 -17.2350
H 20.9610 -24.3344 -18.7129
H 23.4774 -20.6301 -17.5908
H 22.2715 -20.9664 -16.3733
H 21.8588 -20.3975 -18.0402
C 18.1707 -16.9352 -19.4297
C 19.5417 -16.4972 -19.0287
O 19.8185 -15.4732 -18.5247
N 20.6440 -17.4651 -19.3406
H 21.0101 -17.7774 -18.3726
H 20.3161 -18.3346 -19.7768
C 21.7066 -16.7979 -20.1096
H 18.2277 -17.1354 -20.5152
H 17.4685 -16.1359 -19.2772
H 17.9406 -17.8909 -18.9560
H 22.6237 -17.3743 -20.0513
H 21.9047 -15.8674 -19.5896
H 21.3747 -16.6531 -21.1269
C 17.5094 -12.3145 -15.1243
C 17.7467 -13.5741 -15.8523
O 17.3780 -13.8257 -16.8997
N 18.1918 -14.6819 -14.9787
H 18.6296 -15.4068 -15.5921
H 18.9817 -14.2636 -14.4587
C 17.1249 -15.3674 -14.1431
H 18.0792 -12.3187 -14.1895
H 16.4686 -12.2853 -14.7984
H 17.7788 -11.4392 -15.6985
H 16.4202 -15.6118 -14.9461
H 16.6277 -14.7443 -13.4218
H 17.4984 -16.3411 -13.8500
C 13.5067 -15.2844 -18.0437
C 12.3612 -16.0979 -17.5494
O 11.7311 -16.7900 -18.1480
N 12.0369 -15.9778 -16.1133
H 12.4535 -15.0854 -15.7954
H 11.0293 -15.8018 -15.9495
C 12.4594 -17.2359 -15.4273
H 14.2920 -15.1822 -17.2936
H 13.1508 -14.2615 -18.2577
H 13.7846 -15.6494 -19.0247
H 13.5060 -17.4034 -15.6528
H 11.8940 -18.0312 -15.8962
H 12.2657 -17.1580 -14.3689
C 14.3997 -21.4098 -14.5016
C 14.8076 -22.7805 -14.7842
O 14.8872 -23.7013 -14.1236
N 15.1252 -22.8153 -16.2375
H 14.2096 -22.8623 -16.7174
H 15.7057 -21.9295 -16.3677
C 15.9453 -23.9427 -16.7451
H 13.6394 -21.3783 -13.7371
H 14.0696 -21.0112 -15.4541
H 15.2594 -20.7953 -14.1860
H 15.6450 -24.9288 -16.4283
H 16.8830 -23.8095 -16.1892
H 16.2267 -23.7849 -17.7770
P 14.3207 -16.9825 -12.1044
F 12.7821 -16.5205 -11.9530
F 14.8497 -15.9819 -10.9368
F 14.1723 -18.1220 -11.0028
F 15.9346 -17.3053 -12.3639
F 14.0073 -18.0581 -13.2688
F 14.4891 -15.7375 -13.2170
P 18.0918 -26.2498 -19.4772
F 16.6036 -26.0556 -18.8186
F 18.3324 -24.5929 -19.2418
F 18.8072 -26.5506 -18.0744
F 19.5189 -26.2662 -20.2086
F 17.7834 -27.7662 -19.7400
F 17.4291 -25.8118 -20.9198
N 16.6648 -20.5284 -17.0684
S 18.2894 -20.8528 -17.0364
O 18.7986 -21.6077 -15.9507
O 19.1064 -19.9044 -17.7533
F 18.1744 -22.0988 -18.0707
S 16.7571 -19.0780 -16.2934
O 16.8288 -17.8525 -16.9977
O 17.1086 -19.1207 -14.9382
F 15.1020 -19.1125 -16.1325
N 20.4439 -17.9261 -15.8538
O 19.4135 -17.2185 -15.9367
O 20.6251 -18.7083 -14.9371
O 21.3391 -17.7292 -16.7808
N 12.4212 -21.7309 -17.3899
O 11.5859 -21.1813 -18.1651
O 12.0989 -22.1682 -16.2824
O 13.6812 -21.8709 -17.7612

Force components x, y, z for each atom (eV/Å):
0.1 0.7 -1.4
-2.4 -1.7 1.4
3.2 1.9 -1.5
0.9 1.5 -1.1
0.1 -0.2 0.0
-0.5 0.0 -1.1
1.8 -1.3 0.7
-0.2 -0.5 0.8
-0.5 0.0 0.3
0.3 -0.2 0.2
-0.3 0.4 -0.3
-0.4 0.2 -0.2
-0.3 0.1 -0.1
-0.4 0.5 -1.3
-2.9 -1.5 -5.6
3.6 -0.5 7.5
-0.4 0.6 -0.3
-0.4 0.2 -0.1
0.4 0.3 0.2
1.4 1.2 -1.0
-0.1 -0.2 -0.1
0.0 0.1 0.5
-0.4 0.0 0.0
0.0 -0.2 0.2
-0.4 -0.4 0.0
-0.6 -0.2 0.2
1.1 -0.7 -1.2
-1.5 -0.4 0.0
0.7 0.7 0.2
0.1 -1.0 0.5
-0.3 0.6 0.5
-0.2 0.4 -0.1
0.6 0.1 0.4
-0.1 0.0 0.2
-0.3 0.0 0.4
-0.2 0.3 0.1
0.0 -0.2 -0.2
-0.1 0.2 -0.2
0.1 0.1 -0.2
0.8 0.5 1.3
-0.8 0.9 4.2
-1.1 -1.2 -5.3
2.4 -0.2 0.3
-0.2 -0.1 0.3
-0.4 -0.7 0.4
-0.4 -0.5 -2.1
0.0 0.3 -0.1
-0.1 0.0 -0.3
-0.2 0.1 -0.2
-0.3 0.0 0.4
0.4 0.2 0.4
0.2 0.2 0.7
-0.2 1.1 0.2
4.2 4.7 2.8
-5.0 -5.5 -4.9
-0.6 2.0 1.3
0.3 -0.9 0.6
0.3 -0.5 -0.5
0.2 -0.2 0.0
0.3 -0.2 -0.3
-0.1 -0.2 0.3
0.5 -0.4 0.2
0.2 0.1 0.3
-0.3 -0.1 0.0
0.1 0.0 0.2
0.0 1.1 0.3
-0.1 3.3 -2.3
0.4 -4.4 2.9
2.1 -1.8 0.8
0.5 1.0 -0.1
-1.5 -1.0 -0.5
2.0 0.7 1.6
-0.2 0.1 0.2
-0.4 0.4 0.4
-0.2 -0.3 0.1
-0.8 -0.1 -0.5
0.2 -0.2 -0.3
-0.5 -0.4 -0.3
2.3 0.6 1.3
0.2 -0.4 -0.2
-0.9 0.3 -0.5
-0.2 -0.2 -0.3
-0.7 -0.2 -0.1
-0.5 0.3 -0.3
-0.3 -0.4 -0.3
-0.9 2.1 -1.6
0.5 0.0 0.5
-0.1 -0.4 0.5
-0.4 0.1 0.3
0.5 -0.5 0.0
0.3 -0.5 0.0
0.0 -0.4 0.2
3.8 1.9 0.8
0.6 -4.2 -3.0
0.0 1.2 1.1
-0.5 0.2 0.7
-0.3 1.1 -0.3
-6.5 0.9 1.3
1.2 0.1 -1.3
1.8 -0.6 0.8
0.3 0.2 -0.4
0.5 0.7 -0.3
-0.1 -0.1 0.1
0.1 0.3 -0.9
-0.2 -1.0 0.5
-2.4 0.4 -0.4
2.4 -0.9 1.3
0.6 0.3 -1.0
-4.1 0.2 0.4

Mulliken atomic charge list, values in e, 99 entries:
1 C -1.243
2 C 0.969
3 O -0.452
4 N 0.944
5 H 0.582
6 H -0.417
7 C -0.739
8 H 0.419
9 H 0.145
10 H 0.421
11 H 0.349
12 H 0.046
13 H 0.424
14 C -0.877
15 C 0.534
16 O -0.340
17 N -0.034
18 H 0.362
19 H 0.407
20 C -0.882
21 H 0.002
22 H 0.426
23 H 0.399
24 H 0.491
25 H 0.375
26 H 0.133
27 C -0.708
28 C 0.519
29 O -0.495
30 N 0.216
31 H 0.112
32 H 0.394
33 C -0.889
34 H 0.530
35 H 0.373
36 H -0.223
37 H 0.352
38 H 0.372
39 H 0.370
40 C -1.250
41 C 0.636
42 O -0.306
43 N 0.471
44 H -0.055
45 H 0.484
46 C -1.007
47 H 0.389
48 H 0.293
49 H 0.387
50 H 0.226
51 H 0.463
52 H 0.439
53 C -0.924
54 C 0.470
55 O -0.335
56 N -0.038
57 H 0.413
58 H 0.406
59 C -0.952
60 H 0.123
61 H 0.450
62 H 0.321
63 H 0.225
64 H 0.431
65 H 0.371
66 C -0.151
67 C 0.607
68 O -0.439
69 N 0.891
70 H 0.412
71 H -0.141
72 C -0.898
73 H 0.475
74 H -0.452
75 H 0.179
76 H 0.441
77 H 0.428
78 H 0.003
79 P 1.337
80 F -0.397
81 F -0.388
82 F -0.376
83 F -0.377
84 F -0.369
85 F -0.377
86 P 1.238
87 F -0.351
88 F -0.348
89 F -0.351
90 F -0.394
91 F -0.320
92 F -0.398
93 N -0.298
94 S 0.577
95 O -0.686
96 O -0.373
97 F -0.174
98 S 0.236
99 O 0.064

---

# 3
Below is a molecular structure, H4NPSi in a non-equilibrium geometry, with properties calculated with the ωB97M-V functional and the def2-TZVPD basis.

E_tot: -687.86577 hartree
energy above the lowest of the compared OMol25 structures with the same formula, charge and spin: 216.8 kJ/mol
charge: 0
HOMO (alpha / beta): -6.609 / -6.571 eV

CARTESIAN COORDINATES (ANGSTROEM)
N -1.0927 -1.6008 0.9786
Si 0.5350 -1.5346 1.0269
P -2.6386 -1.8937 0.9445
H 1.1160 -0.2716 1.4211
H 1.3653 -2.6608 0.6579
H -1.3630 1.4192 -1.0724
H -0.9800 1.8593 -0.5609

Force components x, y, z for each atom (eV/Å):
-0.5 -0.5 0.0
-0.8 0.3 0.1
0.8 0.3 0.0
0.3 0.3 0.1
0.1 -0.3 -0.1
0.6 0.6 0.8
-0.6 -0.6 -0.7

Charges per atom according to Mulliken partitioning, unit e:
1 N 0.100
2 Si 0.130
3 P -0.123
4 H -0.052
5 H -0.052
6 H 0.000
7 H -0.004

---

# 4
Below is C18H17BrN2O in the gas phase in a non-equilibrium geometry, with properties calculated with the ωB97M-V functional and the def2-TZVPD basis.

E_tot: -3454.75430 hartree
SMILES: O=C1CC[C@@]2(CC3CC3)Cc3c(ccc4[nH]ncc34)C2=C1Br
charge: 0
HOMO: -8.480 eV

CARTESIAN COORDINATES (ANGSTROEM)
O 3.7294 2.4931 0.1860
C 2.7850 1.7288 0.3422
C 2.4726 1.0755 1.7713
C 0.9310 0.9337 2.0028
C 0.3560 0.2609 0.7717
C 0.9541 -1.1562 0.5987
C 1.0348 -1.9866 1.9130
C 2.3467 -2.6416 2.3916
C 1.1724 -3.4720 1.8195
C -1.2236 0.3224 0.6559
C -1.5363 0.5425 -0.8159
C -0.4357 1.0133 -1.4092
C -0.5339 1.2657 -2.8378
C -1.7218 1.2097 -3.5900
C -2.8163 0.7942 -2.8885
N -4.1142 0.6069 -3.2001
N -4.9113 0.0377 -2.2149
C -4.0707 -0.0177 -1.1946
C -2.7323 0.4148 -1.5954
C 0.6904 1.0433 -0.4636
C 1.8030 1.7635 -0.6969
Br 1.9188 3.1451 -2.1418
H 2.9481 0.0721 1.7835
H 2.8813 1.6472 2.6131
H 0.7315 0.3954 2.8879
H 0.5063 1.9566 2.1484
H 1.9653 -1.1502 0.0169
H 0.1666 -1.5092 -0.1069
H 0.3488 -1.6578 2.7721
H 2.5074 -2.8343 3.5034
H 3.2896 -2.6002 1.7730
H 1.1550 -3.7749 0.7684
H 0.8151 -4.2205 2.5202
H -1.5848 1.2511 1.1275
H -1.7352 -0.4946 1.1056
H 0.3825 1.6415 -3.3821
H -1.7803 1.5613 -4.5119
H -4.3870 1.0103 -4.0487
H -4.3084 -0.6709 -0.3746

Force components x, y, z for each atom (eV/Å):
0.5 -1.1 0.9
1.6 2.9 1.6
-0.6 -0.6 -0.9
1.0 1.7 -1.3
-0.3 0.6 0.1
-0.1 -0.6 -0.7
-0.9 0.4 1.7
0.1 -0.7 -0.4
1.0 0.0 -0.5
0.0 0.7 -0.1
-1.6 -1.0 0.6
0.5 -0.1 -2.5
1.0 1.1 -1.2
2.8 -0.6 4.5
-1.7 -0.6 0.8
-0.1 -0.3 -0.4
1.8 1.4 -0.3
0.7 -0.9 -1.3
0.0 -1.0 4.7
0.1 1.3 -2.6
-1.8 -0.5 -0.3
0.5 -1.3 1.6
-0.3 0.5 0.1
0.3 0.2 -0.7
-0.2 -0.7 1.0
0.2 -0.7 -0.2
-1.8 0.0 1.2
0.9 -1.0 0.3
1.1 -0.2 -1.5
-0.2 0.6 -1.7
-1.2 0.3 0.8
0.5 -0.3 0.4
-0.6 0.5 -0.1
0.2 -0.3 0.3
-0.4 -0.8 0.4
-1.3 -0.7 0.7
0.1 1.2 -4.1
-1.7 0.0 -1.1
-0.2 0.4 0.5

Charges per atom according to Mulliken partitioning, unit e:
1 O -0.613
2 C 0.372
3 C -0.443
4 C -1.089
5 C 1.483
6 C -1.100
7 C 0.114
8 C -0.806
9 C -0.738
10 C -1.689
11 C 0.378
12 C -0.229
13 C -0.549
14 C -1.772
15 C 0.283
16 N 0.227
17 N -0.845
18 C -0.333
19 C 0.700
20 C 0.174
21 C 0.309
22 Br -0.188
23 H 0.120
24 H 0.502
25 H 0.417
26 H 0.551
27 H 0.349
28 H 0.654
29 H 0.411
30 H 0.246
31 H 0.268
32 H 0.254
33 H 0.284
34 H 0.420
35 H 0.401
36 H 0.252
37 H 0.616
38 H 0.176
39 H 0.435

---

Number 3 is which compound?
H4NPSi